No. 1
This record from OMol25 describes an isolated molecule of C4H8O2. The level of theory is the ωB97M-V functional and the def2-TZVPD basis.

Geometry (Å):
O -0.3746 -1.7051 -0.8863
C -1.1975 -0.8175 -0.1576
C -0.2909 -0.2069 0.9061
C 1.0570 0.3440 0.3761
C 0.9496 1.6066 -0.4465
O -0.0984 2.0832 -0.8183
H -0.7352 -1.7606 -1.7670
H -2.0632 -1.3840 0.2535
H -1.6441 -0.0454 -0.8006
H -0.0407 -1.0041 1.6167
H -0.8160 0.5928 1.4323
H 1.7359 0.5743 1.2150
H 1.6080 -0.3948 -0.2268
H 1.9108 2.1120 -0.7037

Its SMILES is O=CCCCO. For the energy above the lowest of the compared OMol25 structures with the same formula, charge and spin, the calculation gives 119.3 kJ/mol. The value obtained for the LUMO energy is 0.920 eV. The HOMO-LUMO gap comes out at 10.662 eV. The net charge is 0. For the highest occupied orbital energy, the calculation gives -9.74 eV.

These are the Mulliken partial charges, in e, on atoms 1 to 4:
1 O -0.521
2 C -0.436
3 C -0.583
4 C -0.563


No. 2
This record from OMol25 describes the ion C6H13N2O2 with charge +1 at a distorted geometry. The level of theory is the ωB97M-V functional and the def2-TZVPD basis.

Geometry (Å):
C -1.9420 0.0358 0.2140
C -1.7144 -0.8330 -0.9755
C -0.2237 -1.1931 -0.8934
C 0.3443 -0.2100 0.1208
C 1.4930 2.0943 -0.0118
C 2.4627 -1.1908 0.4658
N -0.8093 0.2925 0.8219
N -3.1139 0.4874 0.5857
O 0.8891 1.0795 -0.7573
O 1.2886 -0.5786 1.0024
H -2.3601 -1.7113 -0.9648
H -1.9342 -0.2667 -1.8829
H -0.0862 -2.2030 -0.5055
H 0.2835 -1.0992 -1.8491
H 0.7563 2.8292 0.3336
H 2.1912 2.5838 -0.6926
H 2.0493 1.6979 0.8413
H 2.2373 -2.1701 0.0402
H 3.1370 -1.3063 1.3111
H 2.9191 -0.5528 -0.2931
H -0.6916 0.8935 1.6267
H -3.9450 0.2311 0.0730
H -3.2309 1.0899 1.3895

Its SMILES is COC1(OC)CCC(=[NH2+])N1. For the energy above the lowest of the compared OMol25 structures with the same formula, charge and spin, the calculation gives 93.3 kJ/mol. The value obtained for the LUMO energy is -3.178 eV. The HOMO-LUMO gap comes out at 10.276 eV. The net charge is +1. For the highest occupied orbital energy, the calculation gives -13.45 eV.

These are the Mulliken partial charges, in e, on atoms 1 to 4:
1 C 0.438
2 C -0.707
3 C -0.927
4 C 0.892


No. 3
This record from OMol25 describes a cluster of 2 separate species, C4H10N in total at a distorted geometry. The level of theory is the ωB97M-V functional and the def2-TZVPD basis.

Geometry (Å):
C -3.6909 1.0700 -0.1775
C -2.4145 0.6660 0.0695
H -4.5210 0.3574 -0.1077
H -3.9624 2.1039 -0.1263
H -2.2041 -0.3774 0.0726
H -1.5232 1.1442 0.5054
C 3.0840 -0.1953 0.5520
C 0.8376 -0.6003 -0.8169
N 1.8251 -0.8688 0.0119
H 2.9568 0.9145 0.5776
H 3.3012 -0.6781 1.5589
H 3.9899 -0.5422 -0.0488
H -0.0533 -0.0059 -0.6491
H 0.7831 -1.2044 -1.7210
H 1.5918 -1.7834 0.2995

Its expectation value of S² is 0.7567. The spin multiplicity is 2. For the energy above the lowest of the compared OMol25 structures with the same formula, charge and spin, the calculation gives 400.1 kJ/mol. The value obtained for the LUMO energy (spin up / spin down) is -10.518 / -13.507 eV. The HOMO-LUMO gap (spin up / spin down) comes out at 8.588 / 5.554 eV. The net charge is +2. For the highest occupied orbital energy (spin up / spin down), the calculation gives -19.11 / -19.06 eV.

These are the Mulliken partial charges, in e, on atoms 1 to 4:
1 C -0.283
2 C -0.067
3 H 0.320
4 H 0.326


No. 4
This record from OMol25 describes a cluster of 16 separate species, C2H36N2O16 in total at a distorted geometry. The level of theory is the ωB97M-V functional and the def2-TZVPD basis.

Geometry (Å):
O -4.0015 -2.0102 -0.5088
C -3.1440 -1.6478 0.2741
N -2.7482 -0.3707 0.4375
C -3.5911 0.7555 -0.1086
N -2.7304 1.6540 -0.8926
H -2.6451 -2.3594 0.9737
H -1.8698 0.0529 0.6812
H -4.3852 0.3538 -0.7391
H -3.9166 1.3364 0.7390
H -3.2997 2.4521 -1.1667
H -2.3103 1.2135 -1.6947
H -0.5170 0.0596 -1.2062
H -0.5142 -0.6974 -2.5297
O 0.0644 -0.1327 -1.9532
H -1.3492 2.3024 -2.7278
H -0.9870 3.4266 -3.7553
O -1.2113 3.2486 -2.8389
H 2.5037 0.8775 -0.6641
H 3.2666 1.0543 -1.9994
O 3.3752 0.7833 -1.0739
H -0.6123 2.6920 1.0084
H 0.5416 2.2329 1.9038
O -0.3965 2.4935 1.9288
H 4.9029 -0.3237 2.0758
H 4.1513 0.8615 2.8923
O 4.6630 0.6000 2.1233
H -1.7777 -2.3649 -2.6296
H -2.5248 -1.3685 -2.0302
O -1.9854 -1.4050 -2.8439
H 1.8119 -0.5918 4.4065
H 2.6340 -1.7895 4.3589
O 2.7439 -0.8487 4.5432
H 1.2928 2.3550 -2.3030
H 1.0312 1.0781 -3.0311
O 1.4401 1.9551 -3.1751
H 0.0115 -0.8746 3.3706
H 0.1851 -2.1862 2.4371
O 0.3763 -1.7732 3.2872
H -0.2181 1.3354 4.2094
H -0.9080 1.1454 2.9528
O -0.7211 0.6301 3.7741
H -1.4861 -4.6102 -1.4514
H -0.3506 -3.7374 -1.8654
O -1.1278 -4.1975 -2.2505
H 3.3649 1.7494 1.0465
H 2.2927 0.7274 1.1257
O 2.3917 1.6874 1.1525
H 1.2088 2.5599 -0.3788
H 0.1115 3.1989 -1.2496
O 0.4560 2.3373 -0.9401
H 0.6961 -2.7118 -0.0828
H 0.7928 -3.3062 1.3179
O 0.2299 -2.7400 0.7735
H 2.0989 -2.9317 -2.1540
H 1.4056 -1.6340 -1.7923
O 1.2846 -2.5968 -1.7570

For the energy above the lowest of the compared OMol25 structures with the same formula, charge and spin, the calculation gives 108.0 kJ/mol. The value obtained for the LUMO energy is -0.110 eV. The HOMO-LUMO gap comes out at 10.065 eV. The net charge is 0. For the highest occupied orbital energy, the calculation gives -10.18 eV.

These are the Mulliken partial charges, in e, on atoms 1 to 4:
1 O -0.553
2 C -0.060
3 N 0.076
4 C -0.703


No. 5
This record from OMol25 describes a structure of composition C35H47BrFeN4P2 at a distorted geometry. The level of theory is the ωB97M-V functional and the def2-TZVPD basis.

Geometry (Å):
N -5.0770 2.1817 -3.4653
C -4.9379 2.5442 -2.1941
C -3.8272 2.1755 -1.4257
C -2.7547 1.4798 -2.0405
C -2.9467 1.0567 -3.3745
C -4.1226 1.4589 -4.0438
C -1.4779 1.3731 -1.3040
Fe -0.2244 -0.0066 -0.6788
P 2.9450 -0.6733 -0.4961
C -0.1534 1.3589 -1.9738
C 0.7445 2.5332 -1.8327
C 1.8169 2.6914 -2.7436
C 2.7677 3.6912 -2.5544
C 2.6249 4.6089 -1.4988
C 1.4903 4.5358 -0.6764
C 0.5266 3.5415 -0.8685
Br 3.9186 5.8438 -1.1490
H -1.5788 1.9759 -0.3962
H -0.0745 0.9020 -2.9626
H -3.7786 2.4977 -0.3823
H -2.2079 0.4604 -3.9115
H -5.7373 3.1512 -1.7561
H -4.2746 1.1802 -5.0880
H 1.8487 2.0657 -3.6432
H -0.4054 3.5738 -0.2947
H 3.5960 3.7889 -3.2450
H 1.3294 5.2890 0.0871
P -1.0769 -2.2301 -1.1234
C 3.6608 0.9749 -0.1465
C 5.1085 1.1348 -0.6198
H 3.6228 1.1210 0.9412
H 3.0037 1.7268 -0.6066
H 5.4208 2.1811 -0.5250
H 5.7904 0.5369 -0.0039
H 5.2489 0.8377 -1.6641
C 2.6078 -0.6402 -2.2846
C 3.7290 -1.3367 -3.0720
H 2.4907 0.4087 -2.5941
H 1.6488 -1.1482 -2.4825
H 3.4204 -1.4753 -4.1157
H 4.6567 -0.7502 -3.0689
H 3.9500 -2.3247 -2.6472
C 1.6080 -0.9325 0.6835
C 2.1557 -1.3207 2.0776
H 0.9657 -1.7595 0.3135
H 0.9546 -0.0047 0.7117
H 1.3545 -1.6897 2.7348
H 2.8913 -2.1345 1.9636
H 2.6511 -0.4805 2.5882
C -1.0054 -3.2252 0.4408
C -1.7668 -4.5516 0.4662
H -1.3617 -2.5762 1.2550
H 0.0578 -3.4305 0.6380
H -2.8533 -4.4159 0.4550
H -1.4939 -5.2086 -0.3665
H -1.5174 -5.0852 1.3925
C 0.0379 -3.1875 -2.2527
C 0.0954 -2.6448 -3.6835
H -0.3396 -4.2242 -2.2307
H 1.0326 -3.1861 -1.7746
H -0.7592 -3.0110 -4.2699
H 0.0956 -1.5439 -3.7383
H 1.0184 -2.9942 -4.1665
C -2.6941 -2.6076 -1.8677
C -3.8833 -1.9220 -1.2166
H -2.7937 -3.7024 -1.8321
H -2.6127 -2.3261 -2.9259
H -4.8040 -2.2684 -1.7071
H -3.9558 -2.1564 -0.1452
H -3.8336 -0.8311 -1.3406
N 1.4580 0.4764 9.6140
C 0.9903 0.5028 8.5411
C 0.4186 0.5394 7.2220
C -0.9469 0.2754 7.0387
C -1.5021 0.2822 5.7542
C -0.6751 0.5871 4.6651
C 0.6811 0.8791 4.8399
C 1.2292 0.8429 6.1203
N -1.2004 0.5278 3.3642
C -2.4624 0.0909 2.9607
C -2.4332 -0.0059 1.6082
N -1.1398 0.2876 1.1728
C -0.4732 0.7218 2.2426
H -1.5789 0.0637 7.9013
H -2.5529 0.0467 5.6075
H 1.3201 1.1227 3.9849
H 2.2910 1.0519 6.2709
H -3.2520 -0.1204 3.6630
H -3.2358 -0.2413 0.9211
H 0.5082 1.1945 2.2305

Its expectation value of S² is 6.0834. The spin multiplicity is 5. For the energy above the lowest of the compared OMol25 structures with the same formula, charge and spin, the calculation gives 0.0 kJ/mol. The value obtained for the LUMO energy (spin up / spin down) is -7.101 / -7.728 eV. The HOMO-LUMO gap (spin up / spin down) comes out at 6.239 / 5.537 eV. The net charge is +2. For the highest occupied orbital energy (spin up / spin down), the calculation gives -13.34 / -13.27 eV.

These are the Mulliken partial charges, in e, on atoms 1 to 4:
1 N -0.530
2 C -0.581
3 C -0.153
4 C 0.874


No. 6
This record from OMol25 describes a structure of composition C29H53N2O2P2V at a distorted geometry. The level of theory is the ωB97M-V functional and the def2-TZVPD basis.

Geometry (Å):
C 0.3815 -2.6365 0.5722
C 1.7071 -1.3181 2.0514
C 1.0498 -3.7959 0.9426
C 2.3069 -2.5067 2.5372
C 1.9981 -3.7277 1.9752
H 0.7966 -4.7317 0.4414
H 3.0404 -2.4127 3.3365
H 2.4784 -4.6401 2.3201
N 0.7252 -1.4232 1.0721
P -2.0827 -1.4248 -0.1444
P 1.5316 1.4380 1.6146
C -0.7290 -2.6555 -0.4687
H -0.2874 -2.4486 -1.4572
H -1.1705 -3.6601 -0.5248
C 2.0617 -0.0179 2.4835
H 2.7662 0.0493 3.3126
C 2.9611 1.8064 0.3913
C 1.3868 2.8420 2.8915
C -3.0586 -1.1556 -1.7839
C -3.1151 -2.3475 1.1514
C 2.4335 2.7751 -0.6793
H 2.2044 3.7677 -0.2722
H 3.2006 2.9047 -1.4591
H 1.5295 2.3773 -1.1621
C 4.1876 2.3891 1.1093
H 4.0186 3.3971 1.5064
H 4.5338 1.7291 1.9158
H 5.0133 2.4706 0.3836
C 3.3909 0.4974 -0.2849
H 4.1561 0.7203 -1.0450
H 3.8284 -0.2065 0.4338
H 2.5516 0.0071 -0.7936
C 1.3447 4.2038 2.1734
H 0.5690 4.2329 1.3940
H 1.0915 4.9794 2.9125
H 2.3049 4.4851 1.7267
C 0.0964 2.7037 3.7131
H -0.8120 2.8261 3.1132
H 0.0445 1.7498 4.2482
H 0.0926 3.5051 4.4695
C 2.5444 2.7829 3.8936
H 3.5269 2.9076 3.4337
H 2.4141 3.6030 4.6153
H 2.5370 1.8406 4.4500
C -4.2008 -1.3635 1.6223
H -4.8240 -1.8700 2.3736
H -3.7605 -0.4798 2.0976
H -4.8562 -1.0319 0.8073
C -2.2437 -2.7527 2.3538
H -1.5836 -3.5959 2.1136
H -1.6449 -1.9286 2.7487
H -2.9182 -3.0771 3.1607
C -3.7456 -3.6443 0.6161
H -4.0934 -4.2349 1.4774
H -4.6225 -3.4665 -0.0111
H -3.0309 -4.2645 0.0612
C -2.1801 -1.6250 -2.9449
H -2.0038 -2.7083 -2.9350
H -2.6677 -1.3751 -3.9006
H -1.2144 -1.1090 -2.9319
C -3.2947 0.3572 -1.9398
H -2.3490 0.9136 -1.9965
H -3.8457 0.5348 -2.8767
H -3.9024 0.7677 -1.1212
C -4.4093 -1.8783 -1.8728
H -4.2948 -2.9692 -1.8903
H -5.1077 -1.5870 -1.0784
H -4.8863 -1.6026 -2.8283
V -0.2985 0.2335 0.5590
C -1.2595 0.3832 2.0898
O -1.8493 0.4713 3.1187
N 0.0723 0.3498 -1.4472
C 0.6790 0.3475 -2.4488
C 1.2287 0.4487 -3.8371
C 2.7321 0.1672 -3.7845
C 0.5627 -0.5858 -4.7465
C 0.9565 1.8525 -4.3799
H 3.2547 0.9253 -3.1866
H 2.9208 -0.8172 -3.3362
H 3.1685 0.1692 -4.7918
H -0.5012 -0.3638 -4.8899
H 1.0341 -0.5803 -5.7389
H 0.6659 -1.5981 -4.3363
H 1.3352 1.9507 -5.4065
H -0.1220 2.0591 -4.3992
H 1.4423 2.6192 -3.7634
O -1.7656 2.4190 0.1499
H -1.4624 3.2975 0.4398
H -2.6645 2.3602 0.5200

Its expectation value of S² is 3.7727. The spin multiplicity is 4. For the energy above the lowest of the compared OMol25 structures with the same formula, charge and spin, the calculation gives 0.0 kJ/mol. The value obtained for the LUMO energy (spin up / spin down) is -2.557 / -3.180 eV. The HOMO-LUMO gap (spin up / spin down) comes out at 6.319 / 5.694 eV. The net charge is +1. For the highest occupied orbital energy (spin up / spin down), the calculation gives -8.88 / -8.87 eV.

These are the Mulliken partial charges, in e, on atoms 1 to 4:
1 C -0.475
2 C -0.029
3 C -0.815
4 C -1.152


No. 7
This record from OMol25 describes a structure of composition C28H31As2FIrOSi at a distorted geometry. The level of theory is the ωB97M-V functional and the def2-TZVPD basis.

Geometry (Å):
Ir 0.4158 -2.0309 -1.8733
C -3.0577 -0.3439 -3.1543
As -1.1206 -0.4106 -3.2019
C -0.8887 -0.2731 -5.1275
C -0.5525 1.3299 -2.5544
C -1.4669 2.3739 -2.4756
C -1.0760 3.6152 -1.9928
C 0.2401 3.8255 -1.6108
C 1.1590 2.7888 -1.6894
C 0.7699 1.5354 -2.1471
As 2.0148 0.0487 -2.0915
C 3.5487 0.7030 -1.1123
C 2.7705 -0.0012 -3.8815
H -3.3953 0.3825 -3.8900
H -3.4217 -0.0829 -2.1661
H -3.4364 -1.3267 -3.4262
H -1.2457 0.7046 -5.4447
H -1.4906 -1.0531 -5.5907
H 0.1449 -0.4038 -5.4328
H -2.4942 2.2242 -2.7821
H -1.8032 4.4122 -1.9112
H 0.5498 4.7943 -1.2415
H 2.1828 2.9596 -1.3816
H 4.0550 1.4573 -1.7117
H 4.2177 -0.1394 -0.9495
H 3.2471 1.1051 -0.1461
H 2.9447 1.0142 -4.2312
H 2.1145 -0.5337 -4.5634
H 3.7147 -0.5409 -3.8300
O -0.3944 -1.6079 -0.2263
Si -0.3251 -1.1015 1.3375
C -1.8513 -0.0869 1.6933
C -2.0335 0.5028 2.9457
C -3.1625 1.2665 3.2080
C -4.1275 1.4454 2.2237
C -3.9626 0.8604 0.9765
C -2.8285 0.1004 0.7158
C 1.2003 -0.0311 1.6055
C 2.4271 -0.6048 1.9636
C 3.5154 0.1907 2.3006
C 3.4023 1.5758 2.2625
C 2.2089 2.1619 1.8597
C 1.1170 1.3635 1.5354
C -0.2428 -2.5074 2.5660
C -0.8125 -3.7451 2.2496
C -0.7389 -4.8082 3.1398
C -0.1004 -4.6462 4.3615
C 0.4526 -3.4175 4.6979
C 0.3831 -2.3547 3.8066
H -1.2924 0.3642 3.7268
H -3.2927 1.7189 4.1832
H -5.0125 2.0329 2.4338
H -4.7213 0.9916 0.2127
H -2.6999 -0.3687 -0.2524
H 2.5287 -1.6838 2.0129
H 4.4473 -0.2719 2.6030
H 4.2397 2.1969 2.5547
H 2.1231 3.2415 1.8181
H 0.1795 1.8350 1.2563
H -1.3204 -3.8826 1.2995
H -1.1787 -5.7629 2.8781
H -0.0381 -5.4757 5.0545
H 0.9440 -3.2862 5.6541
H 0.8222 -1.4041 4.0880
F 1.5043 -2.9356 -3.1352

Its expectation value of S² is 6.0143. The spin multiplicity is 5. For the energy above the lowest of the compared OMol25 structures with the same formula, charge and spin, the calculation gives 0.0 kJ/mol. The value obtained for the LUMO energy (spin up / spin down) is -2.315 / -4.747 eV. The HOMO-LUMO gap (spin up / spin down) comes out at 8.698 / 6.588 eV. The net charge is +1. For the highest occupied orbital energy (spin up / spin down), the calculation gives -11.01 / -11.34 eV.

These are the Mulliken partial charges, in e, on atoms 1 to 4:
1 Ir 1.304
2 C -1.156
3 As 0.377
4 C -1.023